Below is 2 unconnected molecules or ions with the total composition C3H9NO2 at a distorted geometry, with properties calculated with the ωB97M-V functional and the def2-TZVPD basis.

Properties
- highest occupied orbital energy (hartree) = -0.3543
- LUMO level (eV) = 0.61
- SMILES = CC(=O)O.CN
- gap between HOMO and LUMO (eV) = 10.25

CARTESIAN COORDINATES (ANGSTROEM)
C: 0.326 1.508 1.990
C: -0.648 0.371 2.058
O: -1.478 0.245 2.918
O: -0.554 -0.515 1.034
H: 1.326 1.119 2.089
H: 0.041 2.331 2.643
H: 0.422 1.690 0.894
H: -1.309 -1.100 0.924
C: 0.327 -0.298 -1.913
N: 0.403 -1.658 -2.470
H: 1.143 0.367 -2.246
H: 0.762 -0.394 -0.912
H: -0.561 0.321 -1.877
H: -0.049 -2.282 -1.816
H: -0.152 -1.706 -3.314

***

Below is 2 unconnected molecules or ions with the total composition C5H12O3 at a distorted geometry, with properties calculated with the ωB97M-V functional and the def2-TZVPD basis.

Properties
- highest occupied orbital energy (hartree) = -0.3722
- LUMO level (eV) = 0.66
- SMILES = CCCCC(=O)O.O
- gap between HOMO and LUMO (eV) = 10.79

CARTESIAN COORDINATES (ANGSTROEM)
C: -0.693 -2.633 -0.760
C: -1.209 -1.174 -0.760
C: -0.338 -0.201 -1.600
C: 0.702 0.635 -0.843
C: 0.080 1.714 0.002
O: -0.864 1.537 0.718
O: 0.759 2.857 -0.025
H: 0.226 -2.747 -1.347
H: -1.444 -3.362 -1.051
H: -0.362 -2.965 0.231
H: -1.235 -0.908 0.289
H: -2.217 -1.163 -1.160
H: -1.079 0.420 -2.108
H: 0.092 -0.851 -2.355
H: 1.270 0.024 -0.136
H: 1.425 1.045 -1.548
H: 0.452 3.490 0.606
O: 1.242 -1.603 2.646
H: 1.220 -2.555 2.820
H: 1.633 -1.236 3.414

***

Below is a single C2H8SSi molecule at a distorted geometry, with properties calculated with the ωB97M-V functional and the def2-TZVPD basis.

Properties
- highest occupied orbital energy (hartree) = -0.3460
- LUMO level (eV) = 0.81
- SMILES = C[SiH](C)S
- gap between HOMO and LUMO (eV) = 10.22

CARTESIAN COORDINATES (ANGSTROEM)
C: 1.079 1.105 -0.645
Si: -0.519 0.527 0.384
C: -1.043 -1.278 0.026
S: -0.054 0.676 2.503
H: 1.936 0.674 -0.309
H: 0.714 0.752 -1.680
H: 1.100 2.106 -0.441
H: -1.396 1.571 -0.014
H: -0.215 -1.840 -0.222
H: -1.557 -1.722 0.864
H: -1.519 -1.375 -0.988
H: 1.256 0.560 2.244